[1]
# C45H55F6N6O6Pb

A molecular structure, C45H55F6N6O6Pb (ωB97M-V/def2-TZVPD, the OMol25 dataset).

Summary:
calculated total energy: -3318.789866 Ha
total charge: +3
gap between HOMO and LUMO: 3.97 eV
M: 1097.16 g/mol

Last column: Mulliken charge in e.
CARTESIAN COORDINATES (ANGSTROEM)
Pb1 -19.074 -8.192 5.007  2.580
C1 -16.752 -5.800 2.876  -0.931
C2 -16.021 -7.147 2.692  1.228
C3 -15.465 -7.526 1.528  -0.763
C4 -14.928 -8.780 1.367  -0.805
C5 -14.941 -9.681 2.407  -1.032
C6 -15.439 -9.311 3.630  0.393
C7 -15.507 -10.301 4.843  -0.989
C8 -16.036 -8.033 3.775  -0.009
N1 -16.503 -7.607 5.018  0.425
C9 -15.977 -6.683 5.695  0.643
C10 -14.616 -6.085 5.366  -2.050
C11 -16.681 -5.936 6.796  0.302
C12 -15.836 -5.299 7.840  -2.044
N2 -17.934 -5.801 6.642  0.593
C13 -18.558 -4.806 7.491  -0.636
C14 -20.069 -2.796 6.951  0.892
C15 -19.803 -2.092 5.625  -1.532
C16 -21.073 -2.177 7.892  -0.425
C17 -18.864 -2.643 9.400  -1.049
C18 -18.952 -4.101 9.768  -1.074
C19 -18.688 -5.125 8.955  1.033
C20 -18.658 -6.537 9.454  -1.489
H1 -17.105 -5.434 1.935  0.580
H2 -16.108 -4.966 3.205  0.334
H3 -17.612 -5.881 3.487  -0.153
H4 -15.460 -6.810 0.632  0.346
H5 -14.532 -9.105 0.402  0.419
H6 -14.533 -10.600 2.106  0.549
H7 -15.068 -11.268 4.610  0.496
H8 -16.543 -10.507 5.073  0.040
H9 -15.001 -9.952 5.735  0.282
H10 -14.377 -6.127 4.299  0.455
H11 -13.853 -6.590 5.914  0.436
H12 -14.602 -5.017 5.631  0.464
H13 -14.815 -5.722 7.875  0.450
H14 -16.245 -5.351 8.852  0.423
H15 -15.788 -4.211 7.672  0.417
H16 -18.801 -2.349 5.277  0.313
H17 -19.768 -1.008 5.748  0.485
H18 -20.550 -2.310 4.850  0.235
H19 -21.581 -1.336 7.464  0.535
H20 -19.093 -2.061 10.297  0.484
H21 -19.117 -4.333 10.817  0.454
H22 -18.895 -6.576 10.497  0.442
H23 -17.669 -6.984 9.359  0.276
H24 -19.352 -7.188 8.896  0.044
F1 -22.901 -13.936 6.805  -0.361
C21 -22.538 -13.646 5.525  0.402
C22 -21.552 -12.736 5.356  -1.143
C23 -21.237 -12.330 4.052  0.986
C24 -20.278 -11.198 3.825  0.519
O1 -19.693 -10.633 4.777  -1.261
C25 -20.137 -10.847 2.453  0.480
C26 -20.718 -11.617 1.490  -0.833
N3 -21.591 -12.593 1.712  0.158
C27 -22.423 -13.117 0.564  -0.406
C28 -22.710 -12.267 -0.628  -1.066
C29 -23.841 -12.606 0.386  -0.423
C30 -21.901 -12.956 3.006  0.224
C31 -22.912 -13.915 3.238  -0.560
C32 -23.253 -14.281 4.512  -0.859
N4 -24.304 -15.197 4.795  0.319
C33 -23.989 -16.357 5.645  -0.510
C34 -25.080 -16.632 6.604  -0.772
N5 -26.422 -16.668 5.928  -0.119
C35 -26.645 -15.538 4.957  -0.975
C36 -25.481 -15.423 4.015  -0.622
C37 -19.349 -9.687 1.946  -0.371
O2 -18.436 -9.870 1.150  -0.574
O3 -19.630 -8.526 2.469  -0.657
H25 -21.127 -12.255 6.219  0.589
H26 -20.543 -11.469 0.443  0.954
H27 -22.231 -14.158 0.368  0.597
H28 -22.729 -12.784 -1.572  0.309
H29 -22.452 -11.235 -0.651  0.350
H30 -24.572 -13.368 0.205  0.327
H31 -24.113 -11.735 0.979  0.216
H32 -23.448 -14.358 2.401  0.610
H33 -23.073 -16.228 6.239  0.389
H34 -23.811 -17.248 5.017  0.259
H35 -25.146 -15.855 7.359  0.391
H36 -24.933 -17.583 7.118  0.378
H37 -27.196 -16.682 6.600  0.349
H38 -26.558 -17.536 5.382  0.424
H39 -26.794 -14.616 5.549  0.345
H40 -27.544 -15.784 4.423  0.452
H41 -25.718 -14.589 3.362  0.431
H42 -25.374 -16.301 3.353  0.401
C38 -17.491 -9.876 7.956  -0.685
O4 -18.595 -9.738 7.055  -0.285
H43 -16.998 -10.846 7.847  0.388
H44 -17.800 -9.729 9.009  0.282
H45 -16.724 -9.156 7.681  0.111
H46 -18.711 -10.560 6.526  0.227
F2 -20.829 -5.838 1.226  -0.039
C39 -21.226 -6.219 2.318  0.316
F3 -20.944 -5.460 3.356  0.031
C40 -22.398 -7.227 2.531  1.054
F4 -22.374 -8.081 1.540  -0.189
F5 -23.524 -6.507 2.384  -0.234
F6 -22.324 -7.648 3.767  -0.147
O5 -21.888 -7.034 8.404  -0.791
C41 -21.340 -6.497 7.404  -0.776
O6 -20.860 -7.126 6.325  -0.214
C42 -21.243 -4.985 7.371  -1.007
N6 -21.666 -4.518 8.739  0.066
C43 -22.008 -3.044 8.711  -1.148
C44 -19.600 -2.033 8.181  -0.970
C45 -19.923 -4.320 6.887  0.582
H47 -22.053 -4.634 6.743  0.957
H48 -20.931 -4.663 9.440  0.322
H49 -22.460 -5.159 8.932  0.442
H50 -22.062 -2.739 9.756  0.418
H51 -23.029 -3.002 8.294  0.456
H52 -17.758 -2.468 9.287  0.409
H53 -19.212 -1.040 7.973  0.415
H54 -17.918 -3.916 7.420  1.091
H55 -19.822 -4.615 5.839  0.503


[2]
# C45H55N8O5Zr

A molecular structure, C45H55N8O5Zr (ωB97M-V/def2-TZVPD, the OMol25 dataset).

Summary:
calculated total energy: -2609.179955 Ha
total charge: +1
gap between HOMO and LUMO: 7.25 eV
M: 879.21 g/mol

Last column: Mulliken charge in e.
CARTESIAN COORDINATES (ANGSTROEM)
Zr1 -0.022 -0.117 -0.046  0.018
C1 2.149 -2.417 -3.546  -0.679
O1 2.190 -1.072 -4.041  -0.502
C2 0.990 -0.441 -4.245  0.028
C3 0.700 0.030 -5.513  -0.308
C4 -0.462 0.760 -5.777  -0.838
C5 -1.335 1.030 -4.747  -1.068
C6 -1.050 0.588 -3.445  0.575
C7 -1.949 0.984 -2.389  -1.236
N1 -1.734 0.853 -1.127  2.345
N2 -2.816 1.260 -0.325  -1.610
C8 -2.707 0.710 0.834  -0.038
O2 -1.709 -0.072 1.186  -0.937
C9 -3.741 0.970 1.866  0.266
C10 -3.697 0.259 3.062  0.132
C11 -4.637 0.507 4.054  -1.098
C12 -5.617 1.465 3.852  -0.458
C13 -5.667 2.173 2.655  -0.911
C14 -4.735 1.928 1.663  -0.398
C15 0.101 -0.170 -3.189  0.552
O3 0.386 -0.597 -1.972  0.492
H1 3.087 -2.880 -3.845  0.287
H2 1.320 -2.963 -4.000  0.329
H3 2.039 -2.434 -2.462  0.064
H4 1.407 -0.195 -6.301  0.502
H5 -0.672 1.106 -6.778  0.436
H6 -2.238 1.602 -4.922  0.488
H7 -2.897 1.451 -2.662  0.465
H8 -2.937 -0.498 3.199  0.528
H9 -4.609 -0.052 4.979  0.442
H10 -6.349 1.662 4.623  0.405
H11 -6.436 2.916 2.499  0.436
H12 -4.765 2.471 0.729  0.468
C16 4.368 -1.508 0.187  -1.338
C17 3.047 -1.114 0.419  -0.069
N3 2.455 -0.118 -0.213  2.215
C18 3.163 0.560 -1.149  -0.974
C19 4.489 0.235 -1.451  1.633
C20 5.088 -0.827 -0.758  -1.236
C21 5.197 0.967 -2.471  -1.181
C22 4.595 1.963 -3.143  -1.022
C23 3.235 2.329 -2.845  1.523
C24 2.573 3.374 -3.513  -1.250
C25 1.285 3.683 -3.170  -1.347
C26 0.662 2.929 -2.163  -0.699
N4 1.249 1.937 -1.536  1.815
C27 2.521 1.640 -1.862  -0.676
H13 4.780 -2.343 0.734  0.618
H14 2.439 -1.652 1.127  -0.192
H15 6.111 -1.099 -0.986  0.492
H16 6.221 0.691 -2.681  0.500
H17 5.123 2.507 -3.915  0.484
H18 3.090 3.927 -4.287  0.481
H19 0.742 4.478 -3.660  0.563
H20 -0.354 3.152 -1.855  0.579
C28 -2.043 -2.925 -2.589  -1.724
C29 -2.310 -2.356 -1.195  2.440
C30 -3.758 -1.904 -1.052  -2.111
C31 -1.874 -3.331 -0.131  0.097
C32 -2.672 -4.454 0.083  -0.661
C33 -2.314 -5.437 0.980  -1.526
C34 -1.108 -5.318 1.647  -1.177
C35 -0.266 -4.227 1.464  0.068
C36 1.092 -4.313 2.130  0.441
C37 2.194 -4.531 1.089  -1.170
C38 1.447 -3.197 3.107  -0.797
C39 -0.684 -3.201 0.595  0.270
O4 0.090 -2.064 0.463  0.249
H21 -2.340 -2.221 -3.370  0.442
H22 -2.612 -3.845 -2.735  0.457
H23 -0.987 -3.163 -2.722  0.236
H24 -1.674 -1.478 -1.111  0.333
H25 -4.438 -2.721 -1.301  0.566
H26 -3.980 -1.087 -1.742  0.406
H27 -3.995 -1.575 -0.040  0.351
H28 -3.594 -4.551 -0.475  0.405
H29 -2.949 -6.297 1.141  0.403
H30 -0.788 -6.101 2.323  0.421
H31 1.041 -5.231 2.723  0.718
H32 2.175 -3.750 0.330  -0.131
H33 2.065 -5.482 0.573  0.460
H34 3.180 -4.537 1.559  0.414
H35 1.822 -2.327 2.571  -0.383
H36 2.247 -3.517 3.776  0.536
H37 0.597 -2.886 3.716  0.393
C40 1.687 4.279 0.876  -0.737
N5 0.564 4.052 1.759  -0.189
C41 -0.197 2.946 1.699  -0.106
N6 -1.095 2.759 2.705  -0.225
O5 -0.071 2.133 0.770  0.039
H38 2.347 5.004 1.348  0.468
H39 1.379 4.664 -0.097  0.298
H40 2.236 3.348 0.733  0.010
H41 0.382 4.715 2.493  0.237
H42 -1.280 3.511 3.349  0.258
H43 -1.875 2.140 2.540  -0.031
C42 3.753 2.011 3.861  -1.735
C43 2.575 1.045 3.925  1.378
C44 3.069 -0.361 4.269  -1.455
C45 1.565 1.521 4.962  -1.565
N7 1.953 1.121 2.589  0.268
N8 0.923 0.173 2.322  0.726
H44 4.240 2.097 4.832  0.426
H45 3.411 3.001 3.558  0.311
H46 4.506 1.673 3.144  0.386
H47 3.700 -0.333 5.158  0.549
H48 3.669 -0.778 3.455  0.109
H49 2.253 -1.053 4.483  0.369
H50 2.006 1.520 5.959  0.513
H51 0.686 0.874 4.998  0.235
H52 1.236 2.533 4.727  0.272
H53 2.658 0.991 1.871  -0.185
H54 0.061 0.505 2.751  0.330
H55 1.132 -0.734 2.750  -0.474


> calculated total energy of number 1 (C45H55F6N6O6Pb)?

-3318.789866 Ha


> calculated total energy of number 1 (C45H55F6N6O6Pb)?

-3318.789866 Ha